No. 1
Density functional theory data (the ωB97M-V functional and the def2-TZVPD basis) for 15 unconnected molecules or ions with the total composition C28H89N3O15 in a non-equilibrium geometry.

Properties
strongest force on any atom	5.01	eV/A
E	-65655.7541	eV
HOMO energy	-0.3301	Eh
LUMO	-0.316	eV
charge	0
gap between HOMO and LUMO	0.3185	Eh

CARTESIAN COORDINATES (ANGSTROEM)
O  -0.765  -0.696  6.290
O  -4.004  0.348  1.110
O  -1.427  5.500  4.982
O  5.300  0.841  1.725
O  -5.056  -3.944  -1.635
O  -0.599  -1.756  3.230
O  0.641  2.786  0.386
O  -0.083  0.021  1.124
O  2.244  -6.124  3.591
O  -3.020  0.215  -4.632
O  -0.749  -1.308  -4.076
O  1.454  -2.438  -2.533
O  3.266  1.023  -2.692
O  1.916  0.613  6.778
O  3.977  -4.215  -1.812
N  -0.841  8.296  2.500
N  -4.200  -2.448  -5.116
N  0.432  1.197  -2.016
C  -4.539  -2.944  -0.872
C  -0.481  7.121  3.300
C  2.265  0.777  -3.722
C  -1.176  4.267  4.315
C  0.041  -4.271  -1.483
C  5.097  -4.526  -0.956
C  -3.228  -2.423  -1.388
C  2.092  4.795  0.262
C  1.950  -4.102  5.007
C  -1.852  -3.846  2.757
C  6.212  -5.167  -1.785
C  4.541  0.763  -3.000
C  3.108  -0.107  1.943
C  1.031  3.050  -3.490
C  0.775  -2.830  -1.367
C  -1.726  6.569  4.027
C  1.824  3.452  0.799
C  -1.879  -2.231  2.862
C  -3.526  -1.584  -6.090
C  0.644  7.463  4.261
C  0.902  1.571  -3.340
C  2.938  -5.150  4.463
C  -3.702  -0.039  -5.828
C  -3.967  1.779  0.907
C  -3.919  2.201  -0.430
C  -3.879  -2.228  -7.431
C  -3.147  1.528  -4.042
C  4.514  -0.259  1.344
H  0.000  -2.075  -1.236
H  3.476  -3.544  -1.342
H  0.780  -5.003  -1.809
H  1.484  -3.582  4.170
H  2.130  4.853  -0.826
H  -2.122  -1.939  1.841
H  4.751  1.121  -4.008
H  2.112  -0.300  -3.779
H  0.022  -0.610  0.412
H  -3.076  2.088  1.453
H  4.409  -0.370  0.265
H  -2.357  6.174  3.231
H  -1.817  -4.276  3.758
H  -3.590  -3.279  -7.439
H  -2.676  -4.363  2.265
H  -4.855  2.199  1.379
H  2.115  0.908  5.890
H  3.733  -4.606  3.954
H  -3.412  -1.761  -8.298
H  -0.678  -4.251  -2.302
H  -0.642  -0.585  -3.458
H  5.983  -6.074  -2.344
H  1.415  -2.897  -0.488
H  1.085  -4.572  5.476
H  -3.737  -3.333  -5.263
H  2.386  -0.763  1.455
H  0.263  2.002  -1.429
H  -2.444  -1.720  -6.089
H  -0.310  -4.635  -0.518
H  3.174  -0.302  3.013
H  0.037  6.408  2.658
H  0.435  2.003  0.902
H  -4.937  -2.288  -7.687
H  0.080  1.347  -4.020
H  4.891  -0.259  -2.854
H  4.732  1.517  2.102
H  4.872  -5.081  -0.046
H  -4.733  0.295  -5.711
H  -4.412  -3.300  0.150
H  1.916  3.353  -2.932
H  2.560  1.132  -4.710
H  2.301  -3.445  5.803
H  -3.916  -2.229  -4.171
H  -2.767  -1.764  -0.652
H  0.012  -0.500  1.922
H  2.952  5.291  0.712
H  0.284  7.877  5.204
H  -2.877  2.366  -4.684
H  -5.283  -2.154  -0.772
H  -4.171  1.640  -3.685
H  1.318  8.159  3.762
H  -2.777  -1.909  3.389
H  -1.546  7.967  1.856
H  -1.301  8.872  3.191
H  2.875  -6.818  3.387
H  -4.133  3.256  -0.604
H  -2.039  3.858  3.790
H  -1.227  -1.415  6.721
H  0.103  3.498  -3.135
H  -1.442  -0.040  6.124
H  5.459  -3.606  -0.496
H  -3.276  0.454  -6.702
H  1.738  3.570  1.879
H  -4.695  1.619  -0.926
H  -0.577  -1.858  4.185
H  5.170  1.377  -2.355
H  2.627  2.730  0.652
H  -0.287  4.237  3.685
H  7.107  -5.298  -1.177
H  -4.186  0.168  2.035
H  4.837  -1.214  1.759
H  -2.953  1.937  -0.860
H  -3.375  -1.849  -2.303
H  1.189  6.583  4.600
H  -2.543  1.632  -3.141
H  1.203  0.717  -1.574
H  0.747  -2.202  -3.137
H  -4.480  -4.703  -1.517
H  -1.155  3.579  5.160
H  -2.577  -3.292  -1.290
H  1.068  3.147  -4.575
H  -1.036  -4.158  2.105
H  3.442  -5.683  5.269
H  -1.492  -1.048  -4.622
H  6.449  -4.337  -2.450
H  -2.352  7.295  4.547
H  1.353  5.537  0.565
H  2.675  0.886  1.820
H  1.114  0.099  6.687



No. 2
Density functional theory data (the ωB97M-V functional and the def2-TZVPD basis) for a gas-phase ion, CH6ClN4 (charge +1) in a non-equilibrium geometry.

Properties
strongest force on any atom	4.43	eV/A
SMILES	NN/C(N)=[NH+]/Cl
E	-19607.6592	eV
HOMO energy	-0.5384	Eh
LUMO	-4.154	eV
charge	+1
gap between HOMO and LUMO	0.3857	Eh

CARTESIAN COORDINATES (ANGSTROEM)
Cl  -0.384  2.030  -2.179
N  0.079  0.320  -1.866
N  0.254  -1.047  0.122
N  -0.551  1.144  0.422
N  0.538  -1.251  1.523
C  -0.048  0.145  -0.276
H  -0.957  0.876  1.325
H  0.764  -1.564  -0.535
H  0.415  -2.236  1.582
H  -1.087  1.827  -0.227
H  1.066  0.367  -2.015
H  -0.089  -0.610  2.122



No. 3
Density functional theory data (the ωB97M-V functional and the def2-TZVPD basis) for a molecular structure, C18H23F5N3O6P2RuS2Te.

Properties
strongest force on any atom	0.74	eV/A
E	-99499.8681	eV
HOMO energy	-0.3551	Eh
LUMO	-3.382	eV
charge	+1
gap between HOMO and LUMO	0.2308	Eh

CARTESIAN COORDINATES (ANGSTROEM)
Te  0.390  1.047  -0.650
Ru  -1.612  -0.407  0.710
S  -3.477  -1.291  1.763
S  -2.068  -1.922  -0.923
P  1.030  -0.008  2.305
P  -1.071  2.254  2.920
F  -4.412  2.487  -1.942
F  -2.925  -2.412  -3.752
F  -3.013  0.839  -0.322
F  -5.078  1.694  -4.473
F  -4.316  -0.753  -5.350
O  -0.919  2.137  1.401
O  2.353  -0.521  3.025
O  0.018  -1.099  2.109
O  1.544  0.652  1.003
O  -1.963  0.862  3.156
O  -2.528  0.757  4.470
N  1.647  2.441  3.129
N  -2.003  -2.675  3.512
N  -4.283  -2.884  3.659
C  -4.002  -0.373  -4.118
C  -4.394  0.884  -3.672
C  4.280  0.468  -2.507
C  1.969  0.341  -1.869
C  3.258  0.864  -1.656
C  2.767  -0.823  -3.812
C  0.323  -0.902  -3.345
C  -3.339  0.415  -1.601
C  0.599  1.375  3.419
C  0.634  1.030  4.896
C  -3.208  -2.342  3.066
C  3.608  1.842  -0.564
C  -2.935  -0.845  -1.991
C  1.710  -0.464  -2.983
C  4.062  -0.388  -3.580
C  -3.286  -1.216  -3.290
C  5.196  -0.787  -4.480
C  -4.057  1.288  -2.394
H  5.279  0.855  -2.333
H  5.630  0.087  -4.967
H  2.658  -1.403  2.765
H  5.991  -1.273  -3.912
H  2.562  -1.453  -4.670
H  -5.191  -2.723  3.259
H  4.533  2.357  -0.817
H  -1.897  -3.285  4.305
H  2.607  2.105  3.248
H  4.865  -1.477  -5.254
H  -4.200  -3.586  4.373
H  1.594  0.632  5.226
H  1.536  2.766  2.161
H  -0.138  0.287  5.097
H  -0.313  -0.049  -3.605
H  0.333  -1.559  -4.213
H  -3.468  0.689  4.241
H  3.750  1.341  0.395
H  0.384  1.911  5.494
H  1.502  3.236  3.757
H  2.835  2.605  -0.436
H  -0.163  -1.434  -2.527
H  -1.190  -2.198  3.143



No. 4
Density functional theory data (the ωB97M-V functional and the def2-TZVPD basis) for 2 unconnected molecules or ions with the total composition C4H3Br in a non-equilibrium geometry.

Properties
strongest force on any atom	6.00	eV/A
E	-74229.7830	eV
HOMO energy	-0.3071	Eh
LUMO	-1.288	eV
charge	0
gap between HOMO and LUMO	0.2598	Eh

CARTESIAN COORDINATES (ANGSTROEM)
Br  0.350  -3.351  -2.821
C  0.245  0.162  -0.318
C  -0.230  -1.261  -0.307
C  -0.926  -0.545  0.516
C  -0.522  -3.246  -1.257
H  0.246  0.891  -1.044
H  -1.781  -0.383  1.286
H  1.137  0.287  0.431